14
Properties=species:S:1:pos:R:3 method="wB97M-V/def2-TZVPD" lumo_energy_ev="-0.7 / -0.7" gap_ev="6.57 / 6.50" e_above_lowest_ev=8.232 e_tot_ev=-7817.41480 homo_energy_ev="-7.248 / -7.220" max_force_ev_per_a=2.97 mol_weight_g_mol=93.1 total_charge=0
C 0.539 -0.182 0.053
C -0.729 0.312 -0.637
C 0.433 1.107 0.905
C 0.899 2.283 0.482
C -1.400 -2.197 -0.653
N 1.678 -0.785 0.102
C -0.928 -0.995 -0.385
H 1.558 -1.785 -0.063
H -1.263 1.222 -0.848
H 0.304 0.889 1.958
H 1.126 3.085 1.170
H 0.983 2.503 -0.574
H -0.743 -3.042 -0.802
H -2.457 -2.415 -0.709